A cluster of 3 separate species, C4H14O3 in total at a distorted geometry. Source: the Open Molecules 2025 dataset; level of theory: ωB97M-V/def2-TZVPD.

The SMILES is CCCCO.O.O. As for the molar mass: 110.15 g/mol. The HOMO-LUMO gap comes out at 0.402 Eh. Its charge is 0. Its multiplicity is 1. The calculation puts the largest force on an atom at 3.1 eV/A. The value obtained for the energy above the lowest of the compared OMol25 structures with the same formula, charge and spin is 39.12 kcal per mole.

Last columns: bonded neighbours and bond lengths (Å).
Positions of all 21 atoms, in Å:
1 C 0.12 -0.12 2.38  C2 1.515, H6 1.083, H7 1.110, H8 1.137
2 C -0.29 0.19 0.96  C1 1.515, C3 1.551, H9 1.094, H10 1.098
3 C 0.19 1.60 0.54  C2 1.551, C4 1.611, H11 1.081, H12 1.086
4 C 0.49 1.58 -1.04  C3 1.611, O5 1.424, H13 1.099, H14 1.086
5 O 0.08 2.83 -1.59  C4 1.424, H15 0.962
6 H 0.08 0.75 3.03  C1 1.083
7 H -0.48 -0.84 2.97  C1 1.110
8 H 1.20 -0.45 2.52  C1 1.137
9 H -1.38 0.22 0.81  C2 1.094
10 H 0.18 -0.47 0.22  C2 1.098
11 H 1.19 1.82 0.89  C3 1.081
12 H -0.57 2.37 0.59  C3 1.086
13 H 1.55 1.38 -1.25  C4 1.099
14 H -0.13 0.74 -1.32  C4 1.086
15 H -0.27 2.69 -2.47  O5 0.962
16 O -0.07 -1.40 -2.34  H17 0.962, H18 0.949
17 H -0.16 -2.04 -1.64  O16 0.962
18 H -0.63 -0.63 -2.35  O16 0.949
19 O -0.58 -3.70 -0.48  H20 0.967, H21 0.965
20 H 0.33 -3.44 -0.65  O19 0.967
21 H -0.85 -3.07 0.20  O19 0.965

---

A cluster of 3 separate species, C4H14O3 in total at a distorted geometry. Source: the Open Molecules 2025 dataset; level of theory: ωB97M-V/def2-TZVPD.

The SMILES is CCCCO.O.O. As for the molar mass: 110.15 g/mol. The HOMO-LUMO gap comes out at 0.397 Eh. Its charge is 0. Its multiplicity is 1. The calculation puts the largest force on an atom at 2.6 eV/A. The value obtained for the energy above the lowest of the compared OMol25 structures with the same formula, charge and spin is 34.45 kcal per mole.

Last columns: bonded neighbours and bond lengths (Å).
Positions of all 21 atoms, in Å:
1 C 0.75 -0.51 -1.78  C2 1.501, H6 1.123, H7 1.089, H8 1.106
2 C 0.29 0.79 -1.19  C1 1.501, C3 1.539, H9 1.123, H10 1.095
3 C -1.23 0.99 -1.11  C2 1.539, C4 1.529, H11 1.105, H12 1.102
4 C -1.69 1.91 0.02  C3 1.529, O5 1.453, H13 1.134, H14 1.106
5 O -2.95 1.49 0.61  C4 1.453, H15 0.955
6 H 1.68 -0.99 -1.37  C1 1.123
7 H 0.08 -1.37 -1.76  C1 1.089
8 H 0.91 -0.49 -2.87  C1 1.106
9 H 0.75 1.62 -1.81  C2 1.123
10 H 0.64 1.03 -0.18  C2 1.095
11 H -1.51 -0.05 -0.85  C3 1.105
12 H -1.82 1.09 -2.04  C3 1.102
13 H -0.99 2.02 0.91  C4 1.134
14 H -1.85 2.94 -0.34  C4 1.106
15 H -2.67 1.40 1.51  O5 0.955
16 O 1.45 -1.00 2.93  H17 0.960, H18 0.957
17 H 1.66 -0.90 2.00  O16 0.960
18 H 0.52 -1.22 3.04  O16 0.957
19 O 2.61 -2.68 0.00  H20 0.962, H21 0.963
20 H 2.60 -3.05 -0.89  O19 0.962
21 H 2.85 -3.46 0.52  O19 0.963

---

A cluster of 3 separate species, C4H14O3 in total at a distorted geometry. Source: the Open Molecules 2025 dataset; level of theory: ωB97M-V/def2-TZVPD.

The SMILES is CCCCO.O.O. As for the molar mass: 110.15 g/mol. The HOMO-LUMO gap comes out at 0.377 Eh. Its charge is 0. Its multiplicity is 1. The calculation puts the largest force on an atom at 4.6 eV/A. The value obtained for the energy above the lowest of the compared OMol25 structures with the same formula, charge and spin is 59.79 kcal per mole.

Last columns: bonded neighbours and bond lengths (Å).
Positions of all 21 atoms, in Å:
1 C 2.02 -0.64 2.04  C2 1.621, H6 1.095, H7 1.052, H8 1.116
2 C 0.85 0.32 1.46  C1 1.621, C3 1.513, H9 1.065, H10 1.088
3 C -0.41 -0.41 1.06  C2 1.513, C4 1.574, H11 1.124, H12 1.113
4 C -1.43 0.75 0.76  C3 1.574, O5 1.364, H13 1.244, H14 1.123
5 O -1.18 1.26 -0.48  C4 1.364, H15 0.977
6 H 2.71 -0.82 1.20  C1 1.095
7 H 1.60 -1.59 2.18  C1 1.052
8 H 2.44 -0.23 2.99  C1 1.116
9 H 0.52 1.07 2.14  C2 1.065
10 H 1.41 0.64 0.58  C2 1.088
11 H -0.42 -1.02 0.11  C3 1.124
12 H -0.71 -1.28 1.68  C3 1.113
13 H -1.55 1.73 1.52  C4 1.244
14 H -2.51 0.51 0.94  C4 1.123
15 H -1.68 0.71 -1.11  O5 0.977
16 O 2.52 0.23 -1.79  H17 1.016, H18 1.006
17 H 1.59 0.30 -2.20  O16 1.016
18 H 2.82 -0.71 -2.03  O16 1.006
19 O -2.25 -1.09 -2.26  H20 0.947, H21 1.084
20 H -2.04 -1.88 -1.78  O19 0.947
21 H -3.16 -0.75 -1.79  O19 1.084

---

A cluster of 3 separate species, C4H14O4 in total at a distorted geometry. Source: the Open Molecules 2025 dataset; level of theory: ωB97M-V/def2-TZVPD.

The SMILES is OCCCCO.O.O. As for the molar mass: 126.15 g/mol. The HOMO-LUMO gap comes out at 0.390 Eh. Its charge is 0. Its multiplicity is 1. The calculation puts the largest force on an atom at 4.0 eV/A. The value obtained for the energy above the lowest of the compared OMol25 structures with the same formula, charge and spin is 40.57 kcal per mole.

Last columns: bonded neighbours and bond lengths (Å).
Positions of all 22 atoms, in Å:
1 O -2.25 -2.16 0.00  C2 1.425, H7 0.999
2 C -0.89 -1.76 -0.15  O1 1.425, C3 1.525, H8 1.124, H9 1.112
3 C -0.19 -1.41 1.15  C2 1.525, C4 1.522, H10 1.127, H11 1.106
4 C -0.71 -0.04 1.55  C3 1.522, C5 1.482, H12 1.104, H13 1.133
5 C -0.15 1.28 1.18  C4 1.482, O6 1.466, H14 1.157, H15 1.096
6 O -0.86 1.88 0.04  C5 1.466, H16 0.962
7 H -2.37 -2.54 0.91  O1 0.999
8 H -0.47 -2.47 -0.92  C2 1.124
9 H -1.10 -0.85 -0.76  C2 1.112
10 H -0.66 -2.12 1.89  C3 1.127
11 H 0.91 -1.52 1.12  C3 1.106
12 H -0.88 -0.13 2.64  C4 1.104
13 H -1.81 0.06 1.30  C4 1.133
14 H 0.92 1.26 0.74  C5 1.157
15 H -0.32 2.13 1.85  C5 1.096
16 H -0.86 1.35 -0.76  O6 0.962
17 O 1.15 0.96 -2.89  H18 0.961, H19 0.960
18 H 1.00 1.87 -2.63  O17 0.961
19 H 0.40 0.66 -3.40  O17 0.960
20 O 3.30 0.89 -0.10  H21 0.966, H22 0.964
21 H 2.75 0.20 0.30  O20 0.966
22 H 3.32 0.67 -1.04  O20 0.964

---

A cluster of 4 separate species, C4H14O4 in total at a distorted geometry. Source: the Open Molecules 2025 dataset; level of theory: ωB97M-V/def2-TZVPD.

The SMILES is C/C=C/CO.O.O.O. As for the molar mass: 126.15 g/mol. The HOMO-LUMO gap comes out at 0.359 Eh. Its charge is 0. Its multiplicity is 1. The calculation puts the largest force on an atom at 2.3 eV/A. The value obtained for the energy above the lowest of the compared OMol25 structures with the same formula, charge and spin is 27.14 kcal per mole.

Last columns: bonded neighbours and bond lengths (Å).
Positions of all 22 atoms, in Å:
1 C -3.73 -1.42 0.22  C2 1.513, H6 1.106, H7 1.087, H8 1.103
2 C -2.43 -1.09 -0.48  C1 1.513, C3 1.338, H9 1.079
3 C -2.12 0.17 -0.80  C2 1.338, C4 1.524, H10 1.081
4 C -0.71 0.52 -1.24  C3 1.524, O5 1.421, H11 1.101, H12 1.131
5 O 0.16 -0.49 -0.77  C4 1.421, H13 0.965
6 H -4.63 -1.63 -0.40  C1 1.106
7 H -3.48 -2.29 0.82  C1 1.087
8 H -3.87 -0.66 1.00  C1 1.103
9 H -1.84 -1.96 -0.74  C2 1.079
10 H -2.84 0.97 -0.84  C3 1.081
11 H -0.30 1.52 -0.99  C4 1.101
12 H -0.63 0.43 -2.37  C4 1.131
13 H 0.70 -0.88 -1.47  O5 0.965
14 O 1.66 -1.18 1.63  H15 0.971, H16 0.959
15 H 1.01 -0.88 0.96  O14 0.971
16 H 2.04 -1.91 1.14  O14 0.959
17 O 3.74 1.31 1.74  H18 0.959, H19 0.968
18 H 4.65 1.18 1.46  O17 0.959
19 H 3.42 0.40 1.71  O17 0.968
20 O 3.05 2.45 -0.56  H21 0.964, H22 0.997
21 H 2.97 3.39 -0.37  O20 0.964
22 H 3.18 2.07 0.36  O20 0.997